1.
Density functional theory data (wB97M-V/def2-TZVPD) for a 5-piece molecular cluster, C34H76N6O6 overall at a distorted geometry.

Each line ends with the Mulliken spin population.
Element x y z (Å)
C -0.9440 -1.5915 -0.5435  -0.0008
O 0.1950 -2.3064 -0.0518  -0.0001
C 0.0505 -3.0634 1.0960  0.0000
C 1.5142 -3.3103 1.4902  0.0000
N 2.0647 -2.0654 1.8852  0.0000
C 3.5137 -2.0543 2.2092  0.0000
C 4.3920 -0.8752 1.7078  0.0000
O 4.2739 -0.6964 0.2639  0.0000
C 4.9320 0.4635 -0.1559  0.0000
H -0.5434 -1.1134 -1.4374  0.0000
H -1.3866 -0.8703 0.1436  0.0009
H -1.7581 -2.2937 -0.7236  0.0000
H -0.3314 -4.0412 0.8024  0.0000
H -0.5107 -2.6229 1.9201  0.0000
H 1.9042 -3.8602 0.6337  0.0000
H 1.6596 -3.9825 2.3358  0.0000
H 1.8703 -1.3139 1.2389  0.0000
H 4.0015 -2.9244 1.7699  0.0000
H 3.4613 -2.2029 3.2877  0.0000
H 5.4352 -1.0480 1.9723  0.0000
H 4.0474 0.0004 2.2579  0.0000
H 5.9870 0.4489 0.1175  0.0000
H 4.6277 1.3905 0.3303  0.0000
H 4.7480 0.5076 -1.2293  0.0000
C 6.8785 -3.7940 -3.7239  0.0000
C 5.3429 -3.5159 -3.2515  0.0000
C 5.1695 -2.0263 -3.7428  0.0000
C 3.6538 -1.4922 -3.7805  0.0000
C 2.8498 -2.5988 -4.4689  0.0000
C 3.0071 -4.0889 -4.1476  0.0000
N 4.4231 -4.3953 -4.0382  0.0000
O 4.5957 -5.7240 -3.7128  0.0000
C 2.0880 -4.2615 -2.8969  0.0000
C 2.6173 -4.9635 -5.3980  0.0000
C 5.0817 -3.4997 -1.7502  0.0000
H 7.4740 -2.8912 -3.5882  0.0000
H 6.9072 -3.8722 -4.8107  0.0000
H 7.1748 -4.6581 -3.1293  0.0000
H 5.8721 -1.4352 -3.1554  0.0000
H 5.5007 -1.9019 -4.7738  0.0000
H 3.5222 -0.5685 -4.3439  0.0000
H 3.3698 -1.4066 -2.7316  0.0000
H 2.8264 -2.4244 -5.5446  0.0000
H 1.8085 -2.3963 -4.2181  0.0000
H 1.0555 -4.1814 -3.2368  0.0000
H 2.0188 -5.1405 -2.2560  0.0000
H 2.0875 -3.5030 -2.1141  0.0000
H 3.3187 -4.7114 -6.1934  0.0000
H 2.5989 -6.0497 -5.3097  0.0000
H 1.5917 -4.7312 -5.6847  0.0000
H 5.8621 -2.9926 -1.1828  0.0000
H 5.0262 -4.5137 -1.3541  0.0000
H 4.1439 -2.9633 -1.6059  0.0000
H 4.8346 -6.0245 -4.5927  0.0000
C -6.0911 -0.1812 -1.0336  0.0278
C -5.0265 0.9623 -1.2375  -0.0012
C -3.9903 0.4301 -2.3509  0.0153
C -3.1348 1.6145 -2.8925  -0.0105
C -4.1432 2.5009 -3.5099  0.0249
C -5.3205 3.1205 -2.6544  -0.0278
N -5.8374 2.0233 -1.8686  0.6605
O -6.9122 2.4580 -1.1235  0.0865
C -4.6305 4.2309 -1.6630  0.1249
C -6.3444 3.8625 -3.5879  0.0316
C -4.2779 1.2305 0.0925  0.0724
H -6.5978 0.0762 -0.1036  0.0026
H -5.6269 -1.1599 -0.9126  0.0026
H -6.8305 -0.2330 -1.8328  -0.0060
H -3.2822 -0.1189 -1.7303  -0.0013
H -4.4853 -0.1926 -3.0961  -0.0036
H -2.3047 1.3336 -3.5405  0.0006
H -2.5797 2.1668 -2.1342  0.0003
H -4.4016 2.0967 -4.4886  0.0004
H -3.5404 3.3532 -3.8234  -0.0020
H -4.1089 3.7255 -0.8502  -0.0053
H -3.8393 4.7381 -2.2152  0.0035
H -5.3166 5.0261 -1.3714  0.0013
H -6.5434 3.2133 -4.4405  -0.0016
H -7.2505 4.0672 -3.0176  -0.0003
H -5.9932 4.8557 -3.8677  -0.0013
H -4.9261 1.6779 0.8459  -0.0041
H -3.3377 1.7322 -0.1365  0.0009
H -4.0973 0.2168 0.4501  -0.0034
H -7.6671 1.8841 -1.2725  0.0121
C -2.8802 2.4736 7.0115  0.0000
C -2.2100 3.2479 5.8641  0.0001
C -1.0021 4.1486 6.2311  0.0000
C 0.2936 3.4444 6.5611  -0.0001
C 0.6320 2.6798 5.2883  0.0001
C -0.4508 1.7313 4.8504  0.0002
N -1.7761 2.3968 4.7385  0.0000
O -2.8009 1.6674 4.1697  0.0000
C -0.1045 1.2806 3.4328  -0.0006
C -0.5589 0.5132 5.8038  0.0001
C -3.3460 4.1576 5.2017  0.0000
H -3.5869 1.8562 6.4570  0.0000
H -3.4703 2.9882 7.7698  0.0000
H -2.1805 1.8070 7.5158  0.0000
H -0.7288 4.7869 5.3908  -0.0001
H -1.1756 4.7595 7.1170  0.0000
H 0.2106 2.7077 7.3602  0.0000
H 1.1195 4.1130 6.8040  0.0000
H 1.5200 2.0682 5.4479  0.0000
H 0.8063 3.3959 4.4853  -0.0001
H 0.8258 0.7133 3.4076  0.0000
H -0.8122 0.7570 2.7901  0.0003
H 0.0735 2.1277 2.7703  0.0000
H 0.3525 -0.0566 5.6231  0.0000
H -0.7150 0.7376 6.8589  0.0000
H -1.3847 -0.0533 5.3734  0.0000
H -3.7434 4.9350 5.8542  0.0000
H -4.2576 3.6695 4.8570  0.0000
H -2.9704 4.9318 4.5327  0.0000
H -2.9320 2.2713 3.4351  0.0002
C 0.8606 1.5326 -1.7452  0.0000
O -0.0928 2.2799 -1.6987  0.0001
N 1.5993 1.1057 -0.7543  0.0000
N 1.1839 0.9374 -2.8063  0.0000
H 1.2536 1.3603 0.1599  0.0000
H 2.4701 0.6165 -0.9040  0.0000
H 1.9228 0.2514 -2.8654  0.0000
H 0.5885 1.0989 -3.6061  0.0000

Forces on atoms 1 to 3 (eV/Å):
0.7 -1.0 0.3
-0.8 1.9 -0.9
1.2 -1.6 0.6

Calculated values
Net charge: +1
HOMO level (alpha / beta) in eV: -9.79 / -9.79
Spin multiplicity: 2
HOMO-LUMO gap (alpha / beta) in eV: 7.37 / 3.32
Expectation value of S²: 0.754
Largest force on an atom in Eh/bohr: 0.146
E_LUMO (alpha / beta) in eV: -2.42 / -6.47



2.
Density functional theory data (wB97M-V/def2-TZVPD) for C33H29AsBrIN3O2RuSbSe4 as an isolated structure.

Each line ends with the Mulliken spin population.
Element x y z (Å)
Ru 0.2483 0.9137 0.0275  1.0186
Se -3.1961 1.4367 4.1990  0.0023
Sb -2.8639 1.4288 1.8086  0.0078
Se -0.6874 2.6882 1.3454  0.0158
Se -1.5397 -0.6194 1.0649  0.0120
Se -4.7490 1.9963 0.4549  0.0054
Br 6.2835 -3.7101 -0.8404  0.0001
C 4.6872 -2.7079 -1.0397  0.0011
C 4.3795 -1.7183 -0.1248  0.0004
C 3.1985 -1.0056 -0.2638  0.0022
C 2.3425 -1.2629 -1.3255  -0.0023
C 2.6798 -2.2510 -2.2517  0.0003
C 3.8462 -2.9825 -2.1040  -0.0004
N 1.1139 -0.5171 -1.4032  -0.0097
C 0.4555 -0.5295 -2.4971  0.0104
C -0.7140 0.3132 -2.6268  -0.0114
C -1.5641 0.1847 -3.7095  -0.0058
C -2.7263 0.9402 -3.7446  0.0070
C -2.9604 1.8214 -2.7096  -0.0059
C -2.0434 1.9282 -1.6754  0.0199
N -0.9383 1.1810 -1.6117  -0.0382
H 5.0382 -1.5023 0.7050  0.0000
H 2.9434 -0.2532 0.4645  -0.0025
H 2.0285 -2.5019 -3.0769  0.0005
H 4.0907 -3.7691 -2.8043  -0.0001
H 0.7384 -1.1284 -3.3563  0.0016
H -1.3207 -0.5262 -4.4880  0.0001
H -3.4344 0.8311 -4.5550  0.0003
H -3.8575 2.4195 -2.6509  0.0002
H -2.1829 2.6471 -0.8832  0.0037
I 1.8617 4.2801 -0.5857  0.0027
C 1.7548 2.1514 -0.8607  -0.0512
H 1.7448 2.0360 -1.9467  0.0035
H 2.7353 1.8193 -0.5147  0.0156
C -2.2762 -5.2703 3.7757  0.0002
C -2.5989 -5.4034 2.4339  0.0000
C -1.8025 -4.8155 1.4595  -0.0018
C -0.6653 -4.1042 1.8200  -0.0031
C -0.3428 -3.9812 3.1691  0.0054
C -1.1392 -4.5633 4.1427  0.0016
As 0.3961 -3.0458 0.5709  -0.0003
C -0.2220 -3.7361 -1.1421  -0.0022
C -1.3136 -3.2623 -1.8591  -0.0007
C -1.5565 -3.7461 -3.1392  0.0002
C -0.7011 -4.6889 -3.7011  -0.0001
C 0.3849 -5.1697 -2.9821  -0.0001
C 0.6288 -4.6988 -1.6951  -0.0004
C 1.7586 -5.0941 -0.8284  0.0002
C 2.6750 -6.1048 -1.0983  -0.0001
C 3.6782 -6.3846 -0.1824  0.0000
C 3.7749 -5.6546 0.9966  -0.0001
C 2.8632 -4.6427 1.2661  -0.0001
C 1.8524 -4.3636 0.3596  0.0006
H -2.9189 -5.6972 4.5351  0.0000
H -3.4865 -5.9509 2.1419  0.0000
H -2.0794 -4.9046 0.4161  -0.0001
H 0.5336 -3.4119 3.4632  0.0010
H -0.8854 -4.4485 5.1892  0.0001
H -1.9694 -2.5216 -1.4116  0.0013
H -2.4068 -3.3806 -3.7025  0.0000
H -0.8747 -5.0416 -4.7104  0.0000
H 1.0465 -5.8998 -3.4331  0.0000
H 2.6137 -6.6742 -2.0184  0.0000
H 4.3931 -7.1708 -0.3897  0.0000
H 4.5692 -5.8697 1.7003  0.0000
H 2.9568 -4.0602 2.1762  -0.0002
N 0.0956 0.6635 3.9122  -0.0011
C 1.5537 0.8875 3.9780  -0.0020
C 2.1586 0.7486 2.5600  0.0068
O 3.3294 1.0441 2.4083  0.0007
O 1.3396 0.2421 1.7172  -0.0157
H -0.3909 0.4347 4.7783  -0.0001
H -0.1171 -0.0599 3.1958  -0.0022
H -0.3725 1.5063 3.5259  0.0077
H 2.0103 0.1473 4.6329  0.0000
H 1.7568 1.8829 4.3643  0.0006

Forces on atoms 1 to 3 (eV/Å):
0.8 -0.3 -0.4
0.1 -0.1 0.2
0.3 -0.3 0.2

Calculated values
Net charge: -1
HOMO level (alpha / beta) in eV: -4.65 / -4.61
Spin multiplicity: 2
HOMO-LUMO gap (alpha / beta) in eV: 5.69 / 5.59
Expectation value of S²: 0.758
Largest force on an atom in Eh/bohr: 0.019
E_LUMO (alpha / beta) in eV: 1.04 / 0.98



3.
Density functional theory data (wB97M-V/def2-TZVPD) for the molecule C20H25BrO4.

Each line ends with the natural charge from an NBO analysis.
Element x y z (Å)
C 2.3807 2.3513 -1.7436  -0.2603
O 2.5679 1.4429 -0.6840  -0.5130
C 1.9730 0.2215 -0.7742  0.3415
C 1.2155 -0.2038 -1.8572  -0.3212
C 0.6350 -1.4656 -1.8853  0.0122
C -0.0864 -1.9305 -3.1139  -0.6320
C 0.7799 -2.2962 -0.7864  -0.2374
C 1.5416 -1.8928 0.2957  -0.2376
C 2.1675 -0.6585 0.3040  0.2130
O 3.0591 -0.3368 1.3125  -0.5133
C 2.5139 0.0511 2.5514  -0.0713
C 2.1525 1.5391 2.5738  -0.0911
O 0.8470 1.7032 2.0671  -0.5578
C 0.5889 2.9984 1.5855  -0.0816
C -0.8323 3.0720 1.0272  -0.0805
O -0.9927 2.3918 -0.1949  -0.5148
C -1.4709 1.1167 -0.2044  0.3527
C -1.4910 0.2413 0.8712  -0.3040
C -2.0266 -1.0335 0.7565  0.0228
C -1.9954 -1.9548 1.9362  -0.6328
C -2.5871 -1.4500 -0.4528  -0.0325
C -3.1953 -2.8112 -0.5946  -0.6294
C -2.5587 -0.5847 -1.5362  -0.2173
C -1.9956 0.6670 -1.4128  -0.1488
Br -1.8952 1.8254 -2.9118  0.0466
H 2.9284 3.2508 -1.4634  0.1947
H 1.3225 2.5974 -1.8804  0.1908
H 2.7892 1.9642 -2.6823  0.1784
H 1.0745 0.4433 -2.7089  0.2228
H -0.8659 -2.6445 -2.8607  0.2129
H 0.6181 -2.4252 -3.7841  0.2205
H -0.5254 -1.0944 -3.6523  0.2201
H 0.3226 -3.2745 -0.7869  0.2056
H 1.6887 -2.5526 1.1384  0.2174
H 1.6224 -0.5392 2.7958  0.1798
H 3.2964 -0.1429 3.2901  0.1908
H 2.8762 2.0767 1.9488  0.1926
H 2.2050 1.9331 3.6010  0.1663
H 0.6836 3.7357 2.3993  0.1684
H 1.3064 3.2566 0.7949  0.1820
H -1.0562 4.1205 0.8037  0.1978
H -1.5452 2.7040 1.7725  0.1872
H -1.0450 0.5440 1.8041  0.2391
H -3.0031 -2.2644 2.2122  0.2175
H -1.4262 -2.8523 1.6977  0.2175
H -1.5338 -1.4695 2.7917  0.2162
H -2.4550 -3.5836 -0.3890  0.2136
H -4.0137 -2.9428 0.1127  0.2169
H -3.5815 -2.9584 -1.5998  0.2160
H -2.9786 -0.8854 -2.4841  0.2233

Forces on atoms 1 to 3 (eV/Å):
-0.1 0.2 -0.2
0.0 -0.3 0.3
0.1 -0.1 0.2

Calculated values
HOMO level in eV: -7.94
SMILES: COc1cc(C)ccc1OCCOCCOc1cc(C)c(C)cc1Br
Spin multiplicity: 1
HOMO-LUMO gap in eV: 8.70
Largest force on an atom in Eh/bohr: 0.014
E_LUMO in eV: 0.76